ORCA calculation (wB97M-V/def2-TZVPD) on one molecule with the formula C4H5N3O2 in a non-equilibrium geometry.

Computed properties:
2S+1: 1
SMILES: C=C1C(=O)NO/C1=N\N
energy relative to the best compared isomer or geometry (same formula, charge and spin): 499.1 kJ/mol
E: -12790.701 eV

Element x y z (Å)
C -1.166 1.971 0.149
C 0.542 0.003 -0.145
N 1.671 0.487 -0.341
H 3.666 -0.033 0.153
H -1.322 -2.416 -0.334
N -0.998 -1.639 0.266
N 2.780 -0.404 -0.146
H 2.535 -1.124 0.456
C -0.834 0.657 0.012
C -1.744 -0.520 -0.147
H -0.415 2.696 0.205
O 0.363 -1.355 0.048
O -2.933 -0.624 -0.324
H -2.145 2.300 0.147